# C5H10O

A 3-piece molecular cluster, C5H10O overall (ωB97M-V/def2-TZVPD, OMol25).

```
16
Properties=species:S:1:pos:R:3:mulliken_charge:R:1
H 1.44 0.13 2.44 0.240
H 2.24 -0.96 -0.39 0.225
H -2.23 1.05 -1.71 0.244
H -0.11 1.84 -0.89 0.285
C 1.22 -0.40 1.52 -0.417
H -2.79 0.23 -0.12 0.249
C 0.68 0.41 0.42 0.528
H -0.49 -1.73 -0.89 -0.116
C -2.40 0.11 -1.15 -0.064
H -1.06 1.53 0.69 0.388
O -2.21 -0.97 -1.64 -0.458
H 0.89 -1.43 1.65 0.229
C 2.04 -0.11 0.26 -0.496
H 0.16 -1.62 -0.55 0.117
H 2.84 0.62 0.30 0.239
C -0.22 1.29 0.04 -1.194
```

Summary:
* multiplicity: 1
* orbital gap: 10.6 eV
* SMILES: C=C1CC1.[H][H].C=O